A:
# C4H4N2S

A 2-piece molecular cluster, C4H4N2S overall (the ωB97M-V functional and the def2-TZVPD basis, the OMol25 dataset).

HOMO-LUMO gap (alpha / beta): 7.6 / 5.9 eV
molar mass: 112.16 g mol⁻¹
LUMO level (alpha / beta): -2.85 / -3.34 eV

Last columns: bonded neighbours and bond lengths (Å).
Element x y z (Å)
1 C -1.634 -2.436 -1.208  N5 1.164
2 C -0.285 -0.356 -2.497  C4 1.368, N6 1.142
3 C -0.217 0.497 -0.194  C4 1.480, H8 1.165, H9 1.039, H10 1.119
4 C 0.283 -0.408 -1.253  C2 1.368, C3 1.480, S7 1.771
5 N -2.489 -3.224 -1.174  C1 1.164
6 N -0.795 -0.212 -3.508  C2 1.142
7 S 1.845 -1.214 -1.040  C4 1.771, H11 1.345
8 H -1.328 0.752 -0.436  C3 1.165
9 H 0.394 1.336 -0.127  C3 1.039
10 H -0.382 0.029 0.808  C3 1.119
11 H 1.641 -1.208 0.290  S7 1.345

B:
# C4H4N2S

A 2-piece molecular cluster, C4H4N2S overall (the ωB97M-V functional and the def2-TZVPD basis, the OMol25 dataset).

HOMO-LUMO gap: 10.4 eV
molar mass: 112.16 g mol⁻¹
LUMO level: 0.91 eV

Last columns: bonded neighbours and bond lengths (Å).
Element x y z (Å)
1 C 1.653 0.610 0.951  C2 1.356, N5 1.367, H8 1.068
2 C 1.315 0.375 2.243  C1 1.356, S7 1.745, H9 1.155
3 C -0.493 0.370 0.594  N5 1.289, S7 1.721, H10 1.064
4 C -1.964 -1.873 -2.425  N6 1.179
5 N 0.657 0.482 0.024  C1 1.367, C3 1.289
6 N -2.061 -1.047 -3.260  C4 1.179, H11 0.987
7 S -0.417 0.168 2.302  C2 1.745, C3 1.721
8 H 2.671 0.573 0.628  C1 1.068
9 H 1.818 0.669 3.240  C2 1.155
10 H -1.251 0.308 -0.151  C3 1.064
11 H -1.930 -0.635 -4.147  N6 0.987

Which of them is most stable? Easy: B.

A:
# C4H4N2S

The molecule C4H4N2S (the ωB97M-V functional and the def2-TZVPD basis, the OMol25 dataset).

HOMO-LUMO gap: 8.0 eV
molar mass: 112.16 g mol⁻¹
SMILES: S/C=C1/C=CN=N1
LUMO level: -1.09 eV

Last columns: bonded neighbours and bond lengths (Å).
Element x y z (Å)
1 S -2.380 -0.191 -0.109  C2 1.652, H8 1.567
2 C -1.090 0.827 0.064  S1 1.652, C3 1.369, H9 1.037
3 C 0.190 0.351 0.159  C2 1.369, C4 1.545, N7 1.435
4 C 1.508 1.148 0.033  C3 1.545, C5 1.372, H10 1.074
5 C 2.458 0.181 -0.180  C4 1.372, N6 1.399, H11 1.110
6 N 1.899 -1.092 -0.021  C5 1.399, N7 1.291
7 N 0.620 -1.019 0.145  C3 1.435, N6 1.291
8 H -1.617 -1.398 0.537  S1 1.567
9 H -1.308 1.838 0.004  C2 1.037
10 H 1.429 2.184 0.306  C4 1.074
11 H 3.542 0.176 -0.420  C5 1.110

B:
# C4H4N2S

The molecule C4H4N2S (the ωB97M-V functional and the def2-TZVPD basis, the OMol25 dataset).

HOMO-LUMO gap (alpha / beta): 7.7 / 7.6 eV
molar mass: 112.16 g mol⁻¹
SMILES: CC1=NN=C=CS1
LUMO level (alpha / beta): -0.89 / -0.77 eV

Last columns: bonded neighbours and bond lengths (Å).
Element x y z (Å)
1 C -0.689 1.618 -0.474  C2 1.472, H8 1.037, H9 1.171, H10 1.102
2 C -0.483 0.176 -0.259  C1 1.472, N3 1.260, S7 1.942
3 N -1.214 -0.791 0.085  C2 1.260, N4 1.356
4 N -0.759 -2.067 0.034  N3 1.356, C5 1.232
5 C 0.391 -2.301 0.409  N4 1.232, C6 1.518
6 C 1.491 -1.309 0.744  C5 1.518, S7 1.709, H11 1.056
7 S 1.433 -0.086 -0.448  C2 1.942, C6 1.709
8 H -0.012 2.164 -1.038  C1 1.037
9 H -0.832 2.240 0.507  C1 1.171
10 H -1.725 1.672 -0.844  C1 1.102
11 H 2.398 -1.316 1.285  C6 1.056

C:
# C4H4N2S

The molecule C4H4N2S (the ωB97M-V functional and the def2-TZVPD basis, the OMol25 dataset).

HOMO-LUMO gap: 8.6 eV
molar mass: 112.16 g mol⁻¹
SMILES: S=Cn1ccnc1
LUMO level: -0.61 eV

Last columns: bonded neighbours and bond lengths (Å).
Element x y z (Å)
1 S 3.063 0.204 0.073  C2 1.614
2 C 1.714 -0.680 0.084  S1 1.614, N3 1.346, H8 1.305
3 N 0.453 -0.208 0.096  C2 1.346, C4 1.386, C7 1.379
4 C 0.115 1.135 0.053  N3 1.386, C5 1.354, H9 1.070
5 C -1.237 1.186 0.096  C4 1.354, N6 1.374, H10 1.070
6 N -1.755 -0.084 0.173  C5 1.374, C7 1.289
7 C -0.746 -0.886 0.169  N3 1.379, N6 1.289, H11 1.071
8 H 1.858 -1.976 0.045  C2 1.305
9 H 0.864 1.895 -0.019  C4 1.070
10 H -1.878 2.044 0.083  C5 1.070
11 H -0.809 -1.954 0.217  C7 1.071

Which of them is most stable? Easy: C.

A:
# C3H10N3

A 2-piece molecular cluster, C3H10N3 overall (the ωB97M-V functional and the def2-TZVPD basis, the OMol25 dataset).

HOMO-LUMO gap: 10.5 eV
molar mass: 88.13 g mol⁻¹
net charge: +1
LUMO level: -3.13 eV

Last columns: bonded neighbours and bond lengths (Å).
Element x y z (Å)
1 C 2.056 -1.653 -0.463  N2 1.317, H3 1.079, H4 1.135
2 N 1.296 -1.628 0.612  C1 1.317, H5 1.078
3 H 1.685 -1.373 -1.438  C1 1.079
4 H 3.107 -2.071 -0.365  C1 1.135
5 H 1.611 -2.518 1.132  N2 1.078
6 C -0.526 1.962 1.300  N9 1.510, H10 1.117, H11 1.099, H12 1.094
7 N -1.454 -0.495 -1.355  C8 1.343, H13 1.015, H14 1.026
8 C -1.011 0.099 -0.235  N7 1.343, N9 1.280, H15 1.082
9 N -0.838 1.354 -0.046  C6 1.510, C8 1.280, H16 1.040
10 H 0.485 2.437 1.280  C6 1.117
11 H -0.485 1.136 2.024  C6 1.099
12 H -1.284 2.693 1.597  C6 1.094
13 H -1.682 0.019 -2.199  N7 1.015
14 H -1.202 -1.453 -1.624  N7 1.026
15 H -0.767 -0.488 0.640  C8 1.082
16 H -0.991 1.979 -0.861  N9 1.040

B:
# C3H10N3

A 2-piece molecular cluster, C3H10N3 overall (the ωB97M-V functional and the def2-TZVPD basis, the OMol25 dataset).

HOMO-LUMO gap: 5.2 eV
molar mass: 88.13 g mol⁻¹
net charge: +1
LUMO level: -8.06 eV

Last columns: bonded neighbours and bond lengths (Å).
Element x y z (Å)
1 C 1.122 2.781 1.282  C2 1.335, H3 1.085, H4 1.085
2 C 0.700 1.525 1.444  C1 1.335, H5 1.092, H6 1.106
3 H 1.855 3.206 1.959  C1 1.085
4 H 0.705 3.452 0.540  C1 1.085
5 H 0.647 1.052 2.427  C2 1.092
6 H 0.541 0.883 0.558  C2 1.106
7 N -0.811 -1.115 -1.917  C8 1.411, H11 1.019, H12 1.017
8 C -0.309 -0.628 -0.691  N7 1.411, N9 1.442, N10 1.687
9 N 0.955 -1.265 -0.415  C8 1.442, H13 1.020, H14 1.021
10 N -1.544 -1.012 0.392  C8 1.687, H15 1.024, H16 1.022
11 H -0.874 -2.097 -1.652  N7 1.019
12 H -1.703 -0.647 -2.055  N7 1.017
13 H 0.779 -2.214 -0.746  N9 1.020
14 H 1.571 -0.782 -1.071  N9 1.021
15 H -0.825 -0.963 1.120  N10 1.024
16 H -2.030 -0.113 0.365  N10 1.022

Which of them is most stable? Easy: A.

A:
# C3H10N3

An isolated ion of composition C3H10N3 and charge +1 (the ωB97M-V functional and the def2-TZVPD basis, the OMol25 dataset).

HOMO-LUMO gap: 9.7 eV
molar mass: 88.13 g mol⁻¹
SMILES: CN1N[C@]1(C)[NH3+]
net charge: +1
LUMO level: -3.85 eV

Last columns: bonded neighbours and bond lengths (Å).
Element x y z (Å)
1 C 1.989 -0.420 0.013  N2 1.368, H7 1.076, H8 1.131, H9 1.133
2 N 1.193 0.691 0.054  C1 1.368, N3 1.479, C4 1.560
3 N 0.240 1.087 1.113  N2 1.479, C4 1.351, H10 1.034
4 C -0.358 0.524 0.041  N2 1.560, N3 1.351, C5 1.466, N6 1.650
5 C -1.205 1.014 -1.051  C4 1.466, H11 1.135, H12 1.115, H13 1.107
6 N -1.019 -0.948 0.388  C4 1.650, H14 1.005, H15 0.967, H16 1.083
7 H 2.577 -0.349 -0.885  C1 1.076
8 H 2.775 -0.397 0.827  C1 1.131
9 H 1.384 -1.376 -0.051  C1 1.133
10 H 0.117 0.651 2.043  N3 1.034
11 H -2.304 1.012 -0.766  C5 1.135
12 H -0.885 2.062 -1.255  C5 1.115
13 H -1.107 0.357 -1.937  C5 1.107
14 H -0.889 -1.559 -0.398  N6 1.005
15 H -1.958 -0.928 0.622  N6 0.967
16 H -0.551 -1.420 1.243  N6 1.083

B:
# C3H10N3

A 2-piece molecular cluster, C3H10N3 overall (the ωB97M-V functional and the def2-TZVPD basis, the OMol25 dataset).

HOMO-LUMO gap: 10.7 eV
molar mass: 88.13 g mol⁻¹
net charge: +1
LUMO level: -3.31 eV

Last columns: bonded neighbours and bond lengths (Å).
Element x y z (Å)
1 C -1.015 -2.091 -1.198  C2 1.319, H7 1.079, H8 1.076
2 C -1.444 -0.901 -1.569  C1 1.319, H9 1.079, H10 1.080
3 C 1.055 0.040 1.041  N4 1.310, N5 1.303, H11 1.083
4 N 0.619 0.846 0.104  C3 1.310, N6 1.398, H12 1.026
5 N 1.329 0.447 2.247  C3 1.303, H13 1.009, H14 1.017
6 N 0.431 2.195 0.418  N4 1.398, H15 1.018, H16 1.020
7 H -1.192 -2.474 -0.205  C1 1.079
8 H -0.475 -2.739 -1.867  C1 1.076
9 H -1.297 -0.536 -2.573  C2 1.079
10 H -2.029 -0.269 -0.917  C2 1.080
11 H 1.182 -1.002 0.774  C3 1.083
12 H 0.372 0.470 -0.818  N4 1.026
13 H 1.677 -0.167 2.969  N5 1.009
14 H 1.175 1.428 2.467  N5 1.017
15 H -0.525 2.492 0.230  N6 1.018
16 H 1.060 2.795 -0.115  N6 1.020

C:
# C3H10N3

A 2-piece molecular cluster, C3H10N3 overall (the ωB97M-V functional and the def2-TZVPD basis, the OMol25 dataset).

HOMO-LUMO gap: 10.3 eV
molar mass: 88.13 g mol⁻¹
net charge: +1
LUMO level: -3.76 eV

Last columns: bonded neighbours and bond lengths (Å).
Element x y z (Å)
1 C -0.127 -0.311 -0.976  C2 1.426, N4 1.354, H7 1.014
2 C 0.070 1.049 -0.595  C1 1.426, N4 1.440, N6 1.410, H8 1.118
3 C 2.111 -0.401 0.468  N4 1.425, H9 1.129, H10 1.040, H11 1.036
4 N 0.834 -0.048 -0.059  C1 1.354, C2 1.440, C3 1.425
5 N -1.602 -1.160 0.244  H12 0.996, H13 1.041, H16 1.020
6 N -0.846 1.603 0.323  C2 1.410, H14 0.985, H15 0.995
7 H -0.381 -0.894 -1.766  C1 1.014
8 H 0.563 1.779 -1.281  C2 1.118
9 H 2.220 -1.511 0.646  C3 1.129
10 H 2.902 -0.142 -0.156  C3 1.040
11 H 2.214 0.193 1.310  C3 1.036
12 H -2.524 -0.788 0.179  N5 0.996
13 H -1.073 -1.129 1.140  N5 1.041
14 H -0.832 2.581 0.443  N6 0.985
15 H -1.780 1.278 0.207  N6 0.995
16 H -1.749 -2.099 -0.127  N5 1.020

Which of them is most stable? Easy: B.